Entry 1:
# C11H17NO

A single C11H17NO molecule at a distorted geometry (the ωB97M-V functional and the def2-TZVPD basis, OMol25).

Each line ends with the Löwdin charge.
Positions of all 30 atoms, in Å:
H -0.021 2.185 1.740  0.085
H 3.076 -0.868 0.794  0.067
C 2.590 -0.404 1.625  -0.051
C -0.711 1.459 1.401  -0.036
C -1.374 -0.589 0.136  -0.277
H 3.093 0.506 1.881  0.076
H -0.201 1.194 -1.912  0.052
H 1.591 -2.654 -1.969  0.093
C -0.808 1.623 -1.198  0.011
C 1.768 -1.644 -1.534  0.086
H 2.773 -1.320 -1.298  0.060
N 2.783 1.356 -1.183  0.219
C 1.867 1.037 -0.574  -0.173
C 0.755 -1.080 -0.913  -0.206
C -0.580 0.770 0.067  -0.412
O 1.189 -0.178 1.355  -0.145
H -1.922 1.553 -1.435  0.109
H -3.174 0.499 0.537  0.056
H -0.726 -2.505 -0.817  0.109
H -1.649 1.883 1.600  0.066
H -0.727 0.800 2.253  0.088
C -0.690 -1.459 -0.913  -0.100
H 2.620 -0.908 2.636  0.114
H -1.245 -1.286 -1.823  0.123
H -1.007 -0.903 1.110  0.132
H -3.149 -0.314 -1.050  0.074
H -0.549 2.675 -1.005  0.101
C -2.917 -0.394 0.017  -0.030
C 0.850 0.182 -0.023  -0.381
H -3.503 -1.217 0.492  0.090

Computed properties:
LUMO level	0.80	eV
multiplicity	1
E_tot	-15217.8635	eV
SMILES	C=C1C[C@H](C)C(C)(C)[C@@]1(C#N)OC


Entry 2:
# C11H17NO2

A single C11H17NO2 molecule at a distorted geometry (the ωB97M-V functional and the def2-TZVPD basis, OMol25).

Each line ends with the Löwdin charge.
Positions of all 31 atoms, in Å:
H -2.669 -1.390 0.368  0.119
H 0.152 4.680 2.379  0.124
O -2.427 -1.399 -1.646  -0.129
H -0.410 -1.756 0.993  0.121
H 2.039 -1.433 -0.698  0.085
H -2.731 -0.503 -1.451  0.060
H -2.232 -3.032 -0.330  0.104
C 0.235 0.518 0.224  -0.171
C -1.209 1.966 1.378  -0.128
C 1.321 1.053 0.861  -0.037
H 1.756 -0.429 -2.109  0.111
H -0.576 -0.171 -1.523  0.168
C -1.995 -1.984 -0.307  -0.185
C -0.528 -1.823 -0.080  -0.186
H 1.747 -3.360 -1.972  0.110
O 1.583 -2.311 -3.715  -0.068
H -2.122 2.160 1.888  0.111
C 0.168 -0.649 -0.738  -0.280
H 1.884 2.802 2.214  0.134
H 0.073 -2.591 -2.322  0.136
N -1.131 0.937 0.591  0.145
C -0.116 2.574 1.960  -0.295
H 2.391 0.826 0.673  0.125
C 1.400 -1.229 -1.482  -0.137
C 1.170 2.050 1.810  -0.024
H -1.231 3.884 3.064  0.034
H 2.160 -1.534 -3.758  0.078
H 0.018 -2.734 -0.500  0.115
C 1.233 -2.497 -2.354  -0.245
C -0.264 3.712 2.842  -0.072
H 0.311 3.667 3.740  0.078

Computed properties:
LUMO level	0.47	eV
multiplicity	1
E_tot	-17264.9459	eV
SMILES	Cc1ccc(C(CCO)CCO)nc1


Entry 3:
# C11H17NO2

A single C11H17NO2 molecule at a distorted geometry (the ωB97M-V functional and the def2-TZVPD basis, OMol25).

Each line ends with the Löwdin charge.
Positions of all 31 atoms, in Å:
H -0.219 3.073 -0.501  0.022
H -0.751 -2.795 -2.118  0.113
H -1.186 0.302 2.605  0.141
C 0.434 0.335 -1.399  -0.234
C -0.076 -0.709 -2.126  -0.042
H 0.875 0.830 2.053  0.090
C 0.433 0.150 0.079  -0.080
C -0.014 -1.078 0.659  0.027
H 1.764 1.570 0.884  0.108
C 2.244 1.764 -1.794  -0.066
O -0.399 -3.426 0.510  -0.157
O 0.777 1.636 -1.853  -0.161
C -0.293 2.180 1.491  -0.496
C -1.484 1.459 2.091  -0.108
H -0.133 -4.895 -0.926  0.083
C -0.240 -2.199 -0.202  -0.237
H -0.009 2.711 2.515  0.155
H 2.747 2.021 -0.776  0.101
H -0.322 -0.729 -3.318  0.171
H -2.075 2.118 2.892  0.101
H -0.983 4.136 0.770  0.128
N -0.286 3.306 0.466  0.031
H -2.212 -4.697 -0.459  0.168
C -0.547 -1.869 -1.521  -0.064
H -2.196 1.059 1.264  0.088
H 0.139 -1.159 1.756  0.119
H -0.820 -5.287 0.765  0.104
C 0.738 1.262 1.097  -0.197
C -0.920 -4.599 -0.191  -0.113
H 2.335 2.691 -2.484  0.114
H 2.676 0.838 -2.228  0.092

Computed properties:
LUMO level	0.81	eV
multiplicity	1
E_tot	-17261.9921	eV
SMILES	COc1ccc(OC)c(C[C@H](C)N)c1


Looking at HOMO level for the records above, in order, we have -9.86, -8.91, -8.47 eV.
Looking at frontier orbital gap for the records above, in order, we have 0.392, 0.345, 0.341 hartree.
Looking at energy above the lowest of the compared OMol25 structures with the same formula, charge and spin for the records above, in order, we have 54.9, 77.2, 145.3 kcal per mole.